[1]
26
Properties=species:S:1:pos:R:3 method="wB97M-V/def2-TZVPD" e_above_lowest_ev=4.1266 energy_ha=-627.22280 multiplicity=1 homo_ha=-0.3218
C -0.98538 -0.87703 0.04008
C 1.15138 -1.00020 0.54270
C -2.21390 -0.95869 -0.73214
C 3.54693 0.68947 -0.77391
C -2.93156 1.78854 -0.40093
C 2.64479 -1.31546 0.64841
C 3.34200 0.05814 0.61212
C -3.57338 0.46034 0.13806
N -0.76451 -0.33492 1.21286
N 0.52288 -0.36649 1.49487
N -2.21166 -1.66569 -1.77442
O 0.28830 -1.27062 -0.44240
O -3.70589 0.31534 1.46074
H 2.54039 0.96259 -1.09865
H 4.18948 1.44623 -0.63530
H 3.87174 -0.16963 -1.48267
H -2.71517 1.87802 -1.40320
H -3.42253 2.70649 -0.03870
H -1.90096 2.01844 0.13862
H 2.68753 -1.91259 1.53009
H 2.82060 -2.11074 -0.17031
H 2.79998 0.67753 1.20157
H 4.26559 -0.11224 1.04390
H -4.40552 0.38930 -0.49008
H -3.07490 -1.59792 -2.29156
H -2.76623 0.30175 1.67027

=====

[2]
82
Properties=species:S:1:pos:R:3 method="wB97M-V/def2-TZVPD" e_above_lowest_ev=1.6595 total_charge=-1 energy_ha=-3828.05978 multiplicity=2 homo_ha="-0.1260 / -0.1229"
Ru 1.19934 -0.35431 -0.10136
C 0.08234 4.07780 1.94172
C -0.24727 3.37278 3.25287
C 1.04156 3.17772 4.05346
C -1.22197 4.27085 4.02322
N -0.89562 2.03766 3.09897
C -1.38847 1.40113 4.22731
C -2.06648 0.31920 3.81253
N -1.99637 0.27262 2.44255
B -2.70827 -0.87578 1.67523
N -3.18674 -0.39108 0.29086
C -4.27577 0.44620 0.20959
C -4.41658 0.82533 -1.07343
N -3.38922 0.22709 -1.78693
C -2.63766 -0.52342 -0.93195
S -1.24127 -1.41474 -1.34731
C -3.18559 0.36102 -3.25708
C -1.81617 0.98230 -3.53457
C -4.25698 1.29289 -3.82248
C -3.33565 -1.00492 -3.91978
N -1.87827 -2.17609 1.58924
C -2.51598 -3.35552 1.27896
C -1.58103 -4.31910 1.19510
N -0.35315 -3.72286 1.44953
C -0.55761 -2.40802 1.68937
S 0.60375 -1.22507 2.15794
C 0.88654 -4.55851 1.52237
C 0.81205 -5.34772 2.82905
C 2.19362 -3.77032 1.47939
C 0.87553 -5.50260 0.31447
C -1.26167 1.31857 1.99612
S -0.80979 1.58597 0.36830
H 0.48369 5.05738 2.20976
H -0.79879 4.21183 1.31794
H 0.81856 3.54092 1.35172
H 1.51030 4.14685 4.22952
H 1.74284 2.54662 3.50666
H 0.85139 2.71135 5.02018
H -0.79616 5.27060 4.10492
H -1.41999 3.90692 5.03094
H -2.17154 4.33957 3.49071
H -1.19277 1.75319 5.22122
H -2.56545 -0.44839 4.37410
H -3.70442 -1.14874 2.31635
H -4.85074 0.70665 1.07923
H -5.13059 1.48814 -1.51721
H -1.72855 1.94053 -3.01956
H -1.71338 1.14639 -4.60880
H -1.00637 0.33995 -3.19707
H -4.19825 2.29054 -3.38599
H -5.26362 0.89744 -3.67737
H -4.08361 1.38565 -4.89422
H -2.59738 -1.70522 -3.53543
H -3.19197 -0.89847 -4.99612
H -4.33488 -1.40632 -3.73653
H -3.57940 -3.39988 1.13351
H -1.68217 -5.35978 0.96212
H 0.79055 -4.66319 3.67813
H 1.69159 -5.98660 2.92008
H -0.07921 -5.97721 2.86764
H 2.35704 -3.18125 2.37627
H 2.23250 -3.10431 0.61697
H 2.99581 -4.50544 1.38221
H 0.09963 -6.26583 0.37929
H 1.83684 -6.01279 0.26241
H 0.73997 -4.92507 -0.60220
S 1.53148 -2.16746 -1.66937
C 3.26609 -2.23663 -1.92108
C 3.97632 -3.40651 -2.13993
C 5.35428 -3.36218 -2.33341
C 6.00767 -2.13581 -2.30408
C 5.28530 -0.96253 -2.11432
C 3.90420 -0.99596 -1.94538
S 2.93923 0.46317 -1.75137
H 3.44489 -4.35101 -2.16070
H 5.90973 -4.27733 -2.49705
H 7.08380 -2.09019 -2.41935
H 5.79097 -0.00515 -2.08189
I 3.81992 0.15884 1.63271
C 2.12695 1.18390 0.74617
H 2.58233 1.94153 0.11976
H 1.58019 1.56050 1.60539

=====

[3]
136
Properties=species:S:1:pos:R:3 method="wB97M-V/def2-TZVPD" e_above_lowest_ev=0.7632 energy_ha=-2311.82652 multiplicity=1 smiles=COC[C@H](C)N.COC[C@H](C)N.COC[C@H](C)N.COC[C@H](C)N.COC[C@H](C)N.COC[C@H](C)N.COC[C@H](C)N.COC[C@H](C)N homo_ha=-0.3269
C -3.58488 -3.14661 5.75827
O -3.29207 -2.36376 6.89171
C -2.95697 -3.13199 8.02407
C -2.81479 -2.21014 9.20272
C -1.67973 -1.21671 9.03001
N -2.68020 -3.04144 10.42047
H -4.05938 -4.10046 6.01915
H -2.64175 -3.36124 5.24049
H -4.28256 -2.61509 5.11364
H -3.73970 -3.87768 8.22314
H -2.03207 -3.69940 7.81537
H -3.77350 -1.69275 9.28429
H -1.81550 -0.39193 9.73436
H -1.69468 -0.79979 8.02246
H -0.70775 -1.66722 9.23400
H -2.08857 -3.84470 10.23098
H -2.17949 -2.51212 11.12606
C 0.70318 6.30349 3.06636
O 1.61774 5.23840 2.99488
C 1.32585 4.30375 1.98586
C 0.16543 3.39357 2.32336
C 0.39672 2.70332 3.67122
N -0.02764 2.41962 1.24772
H 0.66284 6.86598 2.12354
H 1.00921 6.93410 3.89570
H -0.32872 5.97415 3.25333
H 1.16767 4.80729 1.01954
H 2.21366 3.67653 1.83875
H -0.75596 3.98185 2.39080
H 0.51842 3.39631 4.50577
H 1.34390 2.15153 3.63634
H -0.42455 2.01654 3.88146
H 0.83043 1.90098 1.06795
H -0.71025 1.73759 1.55399
C -0.35426 -1.71071 3.37485
O 0.68643 -2.26526 2.59310
C 0.41940 -2.30874 1.22291
C 0.56423 -0.97165 0.48172
C 0.65171 -1.21822 -1.00856
N 1.67659 -0.16666 0.93320
H -1.22954 -2.37429 3.32013
H -0.58594 -0.70669 3.00996
H -0.04894 -1.72132 4.41746
H 1.09506 -3.04806 0.77824
H -0.59562 -2.72423 1.08282
H -0.34942 -0.39651 0.69248
H -0.20502 -1.79800 -1.35733
H 1.54518 -1.81097 -1.23209
H 0.70586 -0.27312 -1.54749
H 2.56854 -0.63698 0.76773
H 1.70402 -0.07286 1.94580
C -4.63161 -3.30779 1.60814
O -4.88289 -2.03618 2.13294
C -4.00128 -1.05298 1.63412
C -4.42974 0.29108 2.14380
C -3.45190 1.37628 1.70259
N -4.44775 0.29893 3.61976
H -3.69877 -3.74964 1.99462
H -4.55917 -3.29492 0.51356
H -5.42700 -3.99194 1.90066
H -2.96865 -1.27014 1.94985
H -4.00974 -1.06023 0.53525
H -5.42606 0.54401 1.76230
H -3.38929 1.51999 0.62070
H -2.49685 1.13336 2.16779
H -3.78536 2.34650 2.07750
H -5.23276 0.85538 3.94266
H -4.71323 -0.63559 3.92295
C 3.46658 -3.82514 -2.87826
O 3.68461 -4.70815 -3.94622
C 3.42560 -4.13090 -5.19940
C 3.96095 -5.02792 -6.30673
C 3.75948 -4.36540 -7.65024
N 3.34055 -6.36974 -6.30941
H 3.91469 -4.24775 -1.98277
H 2.39294 -3.65146 -2.70581
H 3.87182 -2.82349 -3.07440
H 2.34052 -3.95837 -5.33001
H 3.87483 -3.13065 -5.31020
H 5.02596 -5.13691 -6.08062
H 4.22211 -3.38444 -7.70112
H 2.70621 -4.39425 -7.93909
H 4.22057 -5.01244 -8.40445
H 3.30350 -6.64358 -5.32821
H 2.35940 -6.22786 -6.54771
C 5.64576 3.62885 -0.75475
O 4.50356 2.84868 -0.98697
C 4.27484 1.86987 0.01331
C 5.08643 0.62146 -0.17946
C 4.67793 -0.12145 -1.42913
N 4.93536 -0.25136 0.99684
H 6.57262 3.04180 -0.77262
H 5.59418 4.17361 0.19676
H 5.72576 4.35878 -1.56008
H 4.46938 2.38863 0.96966
H 3.20816 1.64336 0.07897
H 6.14482 0.90427 -0.28151
H 3.58623 -0.21182 -1.48054
H 5.03655 -1.15507 -1.44609
H 5.01932 0.36769 -2.33909
H 5.33585 -1.16268 0.82640
H 5.35363 0.15906 1.81970
C -1.89982 5.11558 -0.32887
O -1.48617 4.84005 -1.63824
C -0.57830 3.77268 -1.71885
C -0.08973 3.71318 -3.16965
C 1.01882 2.68554 -3.34791
N 0.27456 4.98845 -3.76403
H -1.11204 5.59607 0.26960
H -2.26196 4.24047 0.22097
H -2.71753 5.83963 -0.38435
H 0.30034 3.92337 -1.07957
H -1.00008 2.78595 -1.49402
H -0.90731 3.32902 -3.79415
H 1.85997 2.85992 -2.67168
H 1.32153 2.70217 -4.39451
H 0.65191 1.67390 -3.14844
H -0.47062 5.64507 -3.56250
H 1.12798 5.36526 -3.36490
C -2.47876 0.56498 -3.48276
O -2.98280 0.22937 -4.74854
C -2.00198 0.34401 -5.73985
C -2.51213 -0.20033 -7.07949
C -3.17121 -1.56136 -6.96000
N -1.40952 -0.27427 -8.06131
H -1.73305 -0.18460 -3.17729
H -3.23319 0.47342 -2.69735
H -2.09994 1.58923 -3.44363
H -1.75690 1.40336 -5.91033
H -1.08503 -0.20681 -5.48353
H -3.20854 0.49905 -7.54648
H -3.76580 -1.75023 -7.85790
H -3.88087 -1.61199 -6.13610
H -2.43550 -2.36372 -6.88631
H -1.12525 0.67265 -8.30024
H -0.57233 -0.65813 -7.62645

=====

[4]
62
Properties=species:S:1:pos:R:3 method="wB97M-V/def2-TZVPD" e_above_lowest_ev=0.0000 total_charge=-1 energy_ha=-4146.08861 multiplicity=1 homo_ha=-0.1923
Al 0.83862 0.06358 -0.11144
C 4.52491 1.00327 1.48437
C 3.09613 0.53060 1.53956
O 2.57760 0.21013 0.39653
C 2.42833 0.46457 2.73724
C 1.08596 -0.01653 2.85938
C 0.45777 -0.17010 4.21319
N 0.42298 -0.34829 1.79038
N -0.84887 -0.90869 1.96001
C -1.28456 -1.25664 0.78543
O -0.59035 -1.07840 -0.31265
C -2.63032 -1.88624 0.65862
C -3.38803 -2.19985 1.78881
C -4.64283 -2.77207 1.64984
C -5.16001 -3.03350 0.38260
C -4.40993 -2.72530 -0.74337
C -3.14652 -2.15867 -0.60378
H 4.92352 0.84011 0.48473
H 5.14268 0.48012 2.21787
H 4.56651 2.07296 1.70815
H 2.95042 0.75565 3.63922
H 1.11622 0.21058 4.99188
H 0.22679 -1.21991 4.39919
H -0.49534 0.36142 4.23300
H -2.98035 -1.97933 2.76691
H -5.22677 -3.00299 2.53425
H -6.14591 -3.47417 0.27696
H -4.79856 -2.91819 -1.73720
H -2.55435 -1.91556 -1.47912
C 1.42449 2.42544 -4.90535
S 0.02695 2.53257 -3.75879
C -0.52157 0.86317 -3.75239
C 0.10805 -0.19250 -3.19350
S 1.62972 -0.20336 -2.32386
S -0.73980 -1.71355 -3.39459
C -2.14124 -1.14829 -4.20711
S -3.41616 -2.10509 -4.64235
S -2.05857 0.54233 -4.52235
H 1.98050 3.35899 -4.80040
H 1.07550 2.31387 -5.92984
H 2.06091 1.59429 -4.60907
C -4.70492 1.56520 -0.32821
C -4.13083 1.85516 1.03734
C -4.55646 1.12090 2.14120
C -4.03003 1.36908 3.39471
Cl -4.58484 0.42336 4.75962
C -3.07206 2.34827 3.58968
C -2.64268 3.08863 2.49980
C -3.17070 2.84792 1.24103
O -2.74736 3.63530 0.19827
C -1.76743 2.99770 -0.61322
C -0.44288 2.76694 0.11574
O 0.01925 3.58795 0.88481
O 0.09652 1.64804 -0.23793
H -5.77760 1.37403 -0.25788
H -4.24133 0.67160 -0.75995
H -4.53862 2.39814 -1.00719
H -5.29738 0.34106 2.01032
H -2.66931 2.52871 4.57796
H -1.87823 3.84944 2.60227
H -1.59719 3.65590 -1.46362
H -2.12663 2.03346 -0.97696